Record 1
{"formula": "C10H20N4S", "method": "ωB97M-V/def2-TZVPD", "smiles": "CCCCCCCCSc1n[nH]c(N)n1", "homo_energy_ev": -8.044, "elements": ["C", "C", "C", "C", "C", "C", "C", "C", "S", "C", "N", "N", "C", "N", "N", "H", "H", "H", "H", "H", "H", "H", "H", "H", "H", "H", "H", "H", "H", "H", "H", "H", "H", "H", "H"], "xyz": [[-2.030, 1.602, 5.354], [-0.700, 1.476, 6.086], [0.510, 1.437, 5.151], [0.553, 0.194, 4.249], [0.103, 0.455, 2.809], [1.165, 1.199, 2.000], [0.689, 1.600, 0.603], [0.465, 0.398, -0.299], [0.047, 0.958, -1.993], [-0.016, -0.588, -2.761], [0.183, -1.724, -2.128], [0.034, -2.653, -3.112], [-0.238, -2.021, -4.278], [-0.365, -2.656, -5.476], [-0.283, -0.721, -4.085], [-2.847, 1.686, 6.068], [-2.215, 0.733, 4.729], [-2.035, 2.490, 4.724], [-0.710, 0.571, 6.699], [-0.587, 2.328, 6.762], [0.509, 2.339, 4.538], [1.411, 1.466, 5.768], [-0.078, -0.582, 4.686], [1.571, -0.202, 4.219], [-0.104, -0.503, 2.329], [-0.819, 1.036, 2.810], [2.055, 0.571, 1.910], [1.456, 2.105, 2.535], [-0.237, 2.173, 0.679], [1.440, 2.246, 0.142], [-0.361, -0.223, 0.040], [1.362, -0.215, -0.380], [0.170, -3.629, -2.912], [-0.727, -3.596, -5.454], [-0.748, -2.069, -6.200]]}

---

Record 2
{"formula": "C7H7F3N3", "method": "ωB97M-V/def2-TZVPD", "smiles": "N#C[C@@]1(C(F)(F)F)C=CCC(=[NH2+])N1", "total_charge": 1, "homo_energy_ev": -14.748, "elements": ["N", "C", "C", "C", "F", "F", "F", "C", "C", "C", "C", "N", "N", "H", "H", "H", "H", "H", "H", "H"], "xyz": [[-0.541, 2.431, 2.354], [-0.140, 1.678, 1.628], [0.497, 0.648, 0.824], [2.095, 0.989, 0.527], [2.753, 0.857, 1.672], [2.529, 0.043, -0.345], [2.244, 2.217, 0.024], [0.169, -0.696, 1.499], [-0.582, -1.593, 0.881], [-1.195, -1.451, -0.547], [-0.777, -0.156, -1.190], [-1.294, 0.049, -2.384], [0.016, 0.711, -0.539], [0.546, -1.020, 2.555], [-0.724, -2.589, 1.283], [-0.835, -2.342, -0.983], [-2.287, -1.516, -0.577], [-1.521, -0.788, -2.832], [-0.954, 0.825, -2.951], [0.001, 1.704, -0.899]]}